Record 1
C6H12N4O3PtS as an isolated structure. Source: the Open Molecules 2025 dataset; level of theory: ωB97M-V with the def2-TZVPD basis set.

Results
Calculated total energy (a.u.): -1198.06599

Structure (XYZ):
```
27
Properties=species:S:1:pos:R:3:forces:R:3:nbo_charge:R:1
N 0.0048 0.3408 1.7298 -0.794 0.423 -0.052 -0.616
H -1.7071 -3.4861 -2.6966 -0.060 -0.012 0.024 0.201
H -0.4325 -3.0181 -1.5434 -0.024 -0.051 0.072 0.247
N -1.6812 -0.6707 -2.4674 0.063 -0.341 -0.012 -0.787
S -3.5962 -0.0230 -0.7131 0.219 -0.069 -0.077 -0.205
H -1.5911 -4.2823 -1.1152 -0.018 0.004 0.014 0.225
C -2.3897 -1.0611 -1.3799 -0.886 -0.467 -1.240 0.270
H 0.0881 3.6345 1.8144 -0.039 0.001 -0.057 0.215
H 1.7828 -0.6410 2.3121 -0.097 0.133 0.210 0.250
O 1.6474 1.7729 2.4497 -0.003 0.050 0.172 -0.617
Pt -1.5471 0.1985 0.4498 2.400 1.697 1.053 0.924
C -0.4592 2.6924 1.7916 0.241 0.166 0.203 -0.317
H -0.7948 -1.1362 -2.6190 0.044 0.097 0.120 0.422
H -0.5814 2.6735 -0.2576 -0.043 -0.066 -0.083 0.398
C 0.8364 -0.8224 1.8155 0.398 -0.874 -1.693 -0.371
C 0.5312 1.5553 2.0129 -0.102 -0.183 -0.148 0.623
N -2.3558 -2.3558 -1.0411 0.084 0.044 0.045 -0.576
O 0.2943 -0.9851 -0.5230 -1.109 0.103 -0.730 -0.829
H 0.3058 -1.6636 2.2705 0.022 0.160 0.301 0.200
H -1.1748 2.6755 2.6135 -0.028 0.051 -0.038 0.221
H -1.6662 0.3200 -2.6341 -0.022 0.046 0.010 0.406
C -1.4699 -3.3397 -1.6399 0.200 0.060 -0.105 -0.441
O 2.1493 -2.0432 0.2224 -0.381 -0.020 -0.808 -0.654
H -3.0459 -2.6549 -0.3753 0.007 0.052 0.073 0.420
C 1.1597 -1.3430 0.3462 0.526 0.191 2.563 0.783
H -2.0000 3.0910 0.4636 -0.093 -0.068 -0.064 0.399
N -1.1885 2.4915 0.5321 -0.509 -1.128 0.247 -0.789
```
Positions in Å, forces in eV/Å.

Record 2
An isolated ion of composition C6H12N5 and charge +1. Source: the Open Molecules 2025 dataset; level of theory: ωB97M-V with the def2-TZVPD basis set.

Results
Calculated total energy (a.u.): -509.16143
Charge: +1

Structure (XYZ):
```
23
Properties=species:S:1:pos:R:3:forces:R:3:nbo_charge:R:1
H 0.7312 -0.6065 0.8472 -1.239 0.633 1.435 0.436
C 2.5543 -1.4583 0.6026 1.744 0.436 -1.600 -0.435
H -1.8310 2.1677 0.8495 0.377 0.221 -0.909 0.269
H 1.2637 -0.5516 -2.1124 0.243 -0.021 1.184 0.273
H 3.1947 -0.5776 0.6240 0.285 -0.160 -0.725 0.239
N -2.3360 -1.6308 -0.6200 0.111 -1.501 -0.289 -0.532
H -1.3228 2.2264 -0.9841 -0.397 0.552 0.277 0.218
H 0.6238 2.8161 0.2417 -0.030 -1.785 1.303 0.249
N -1.7288 0.3702 -0.1195 -0.746 2.276 1.608 -0.302
N 0.9249 1.1606 -0.8260 2.720 -1.372 -2.924 -0.579
H 0.5401 1.1246 1.2338 -0.030 1.089 -0.327 0.189
N -2.7843 0.0993 0.7001 -0.127 -0.032 0.415 -0.286
C 1.0799 -0.1985 -1.0807 -1.885 2.147 -0.606 0.118
C -1.2371 1.7750 0.0002 1.284 -2.163 0.642 -0.207
N 1.2188 -1.0371 0.1169 1.256 -0.911 -2.300 -0.529
C 0.3309 1.7006 0.3046 -2.532 2.884 0.478 -0.239
C -1.5325 -0.6755 -0.8938 1.961 -0.067 -1.125 0.363
H 2.9679 -2.3460 0.0436 -0.518 1.294 0.397 0.256
H 0.7509 -1.8820 -0.1288 -1.096 -0.905 0.039 0.460
H 1.1308 1.8904 -1.5620 -0.197 -1.894 0.852 0.442
C -3.0944 -1.1328 0.3834 0.958 1.556 -0.895 0.149
H -3.9412 -1.5666 0.7681 -1.567 -1.263 0.933 0.212
H 2.4961 -1.6675 1.6115 -0.576 -1.013 2.136 0.236
```
Positions in Å, forces in eV/Å.

Record 3
An isolated ion of composition C6H12N5O2 and charge +1. Source: the Open Molecules 2025 dataset; level of theory: ωB97M-V with the def2-TZVPD basis set.

Results
Calculated total energy (a.u.): -659.73510
Charge: +1
SMILES: [H]/N=C/N=C\C(C[C@@H](N)C(=O)O)=[NH+]\N

Structure (XYZ):
```
25
Properties=species:S:1:pos:R:3:forces:R:3:nbo_charge:R:1
H 3.3577 1.0338 0.0625 0.474 -0.990 -0.446 0.513
H 0.4561 -3.5386 1.0850 -0.181 0.740 -0.422 0.416
C -0.6004 -0.8473 -0.3493 -0.650 -1.909 -1.984 0.386
C -2.7778 1.0985 -0.6736 -1.727 3.499 1.432 0.241
H -2.5146 2.8398 0.1123 -0.048 -0.265 -0.286 0.374
C -0.1622 0.2340 0.5570 1.356 -0.879 1.929 -0.540
C -1.5172 -0.6726 -1.5441 1.618 -0.245 0.394 0.121
H -3.8729 0.9891 -0.4479 0.911 0.534 0.492 0.202
N 2.0255 1.5031 1.1883 -1.223 2.235 -2.176 -0.796
O 1.5497 -0.8563 -1.4144 0.155 0.283 -0.189 -0.573
H -1.3725 -1.3128 -2.4324 -0.023 0.139 0.507 0.223
H 0.7151 -1.9139 1.5794 -0.005 0.077 -0.758 0.399
H -0.7762 -2.8006 -0.7992 -0.657 -1.585 -1.171 0.435
H 1.4915 2.1633 1.7193 -0.052 0.815 0.091 0.392
H -1.0025 0.9348 0.5537 0.738 0.070 0.386 0.314
N -2.4628 0.1172 -1.4881 0.087 -0.747 -2.315 -0.350
H -0.0064 -0.2071 1.6411 -0.331 1.028 -2.078 0.223
H 0.9892 1.8140 -0.4861 -0.856 1.328 -1.308 0.254
C 1.2290 0.9923 0.1053 -1.892 -1.941 1.074 -0.139
N -0.4613 -2.1336 -0.1688 2.517 2.939 5.024 -0.256
O 3.3425 0.1856 -0.4827 -1.230 0.375 -0.465 -0.646
N 0.1515 -2.5616 1.0504 -0.972 -1.568 -0.968 -0.653
C 2.0174 0.0043 -0.7208 2.268 0.389 0.765 0.780
N -2.0158 2.1301 -0.4336 -1.457 -1.248 -0.281 -0.679
H 2.2176 0.8043 1.7862 1.180 -3.075 2.755 0.358
```
Positions in Å, forces in eV/Å.

Record 4
An isolated ion of composition C6H12N5O2 and charge +1. Source: the Open Molecules 2025 dataset; level of theory: ωB97M-V with the def2-TZVPD basis set.

Results
Calculated total energy (a.u.): -659.73951
Charge: +1
SMILES: [H]/N=C/N=C\C(C[C@@H](N)C(=O)O)=[NH+]\N

Structure (XYZ):
```
25
Properties=species:S:1:pos:R:3:forces:R:3:nbo_charge:R:1
N -1.1324 -2.3700 1.7174 -2.601 -1.408 -2.119 -0.692
H -1.9129 -1.4203 -0.1212 -0.053 -2.314 1.165 0.413
H 3.0149 2.3339 -1.4133 -0.009 0.580 -0.404 0.416
N 1.1620 -1.8988 1.5852 0.176 -0.372 -1.079 -0.334
N -2.2137 -0.5482 -0.4019 0.381 3.099 -1.418 -0.847
C 0.0451 0.6369 0.3491 -3.989 1.325 2.580 -0.549
H 1.1676 2.0907 -1.5491 0.597 0.110 0.243 0.462
H -1.8896 -2.5617 2.3715 0.470 0.439 0.101 0.392
H -2.9125 0.5259 -1.8468 -0.404 -0.603 0.056 0.517
N 2.3247 0.7269 -0.5431 -1.738 -1.192 1.633 -0.202
C -1.3227 1.3801 -1.6291 -0.601 -1.240 1.081 0.803
H -0.5885 0.2223 1.2530 2.282 0.517 -1.172 0.293
H 0.1961 -1.6905 3.2678 -1.068 -0.289 -1.731 0.175
O -2.5212 1.3694 -2.1102 -0.467 1.097 -1.131 -0.610
C 1.8443 -1.1562 0.8515 1.102 -0.475 -0.506 0.070
O -0.4997 2.2260 -1.7487 1.176 2.229 -1.312 -0.618
C -1.0252 0.2379 -0.7425 0.565 -1.912 0.538 -0.157
N 2.1562 1.8384 -1.3017 0.094 -1.393 0.725 -0.603
C -0.0768 -1.9332 2.1316 2.636 1.315 5.292 0.260
H -0.4053 -0.4740 -1.2599 -0.167 -0.361 -1.197 0.226
C 1.3826 0.1070 0.1727 2.170 0.299 -0.248 0.250
H 2.8898 -1.5975 0.7109 -1.031 1.319 -0.305 0.220
H 3.2502 0.2785 -0.4011 -0.408 0.812 -0.850 0.440
H 0.0015 1.7631 0.5217 0.577 -1.336 -0.441 0.288
H -2.9345 -0.0866 0.1360 0.308 -0.247 0.498 0.387
```
Positions in Å, forces in eV/Å.

Record 5
An isolated ion of composition C6H12N6S and charge +2. Source: the Open Molecules 2025 dataset; level of theory: ωB97M-V with the def2-TZVPD basis set.

Results
Calculated total energy (a.u.): -961.78688
Charge: +2
SMILES: C/[N+]1=C/CC(=[NH2+])N/C([S-])=N/NC1=[NH2+]

Structure (XYZ):
```
25
Properties=species:S:1:pos:R:3:forces:R:3:nbo_charge:R:1
H 0.9130 -3.4185 -0.6755 -0.293 1.072 0.680 0.249
H -3.3021 1.3386 0.7006 -1.667 0.469 0.315 0.435
N -2.6948 1.9912 1.1489 3.539 -1.669 -1.402 -0.680
H -0.4152 1.3263 -1.0370 -0.318 0.260 0.531 0.295
H -2.1636 0.8864 -1.0611 1.712 0.490 1.475 0.277
C 0.9867 1.9400 1.4744 1.102 0.177 0.230 0.117
H 2.1486 -2.3468 -2.0059 -0.821 -0.250 -0.120 0.433
N 1.1460 0.9773 0.6400 0.251 -2.117 -1.364 -0.280
H 3.0017 0.2644 -0.0857 -0.635 0.253 0.273 0.432
C -1.1837 0.8888 -0.3828 -1.498 -3.416 -4.353 -0.553
H -2.8037 2.5490 1.9668 -1.090 0.083 0.546 0.437
C -1.4309 1.6017 0.8397 0.857 2.940 2.681 0.569
N 1.9726 0.1793 -0.0203 -1.236 0.846 0.180 -0.306
S 2.0043 2.9440 2.3929 -0.219 -0.571 -0.556 0.259
H -0.7925 -3.2485 0.0247 1.881 1.463 -1.831 0.279
H -0.3292 -3.2197 -1.7465 -0.668 0.926 -0.571 0.258
H 3.1922 -1.1938 -1.7593 2.078 1.376 0.219 0.431
H -1.8530 -1.2136 -0.1559 -0.117 -0.772 0.118 0.229
N 0.1549 -1.3159 -0.6599 -0.440 -2.055 -0.131 -0.353
H -0.8006 2.7143 2.3656 1.235 -0.604 -0.658 0.438
C -0.0180 -2.8187 -0.7918 -0.721 -2.340 1.706 -0.461
N -0.4180 2.1022 1.6081 -3.587 0.695 0.549 -0.528
C 1.3780 -0.8245 -0.8090 3.511 0.573 0.372 0.614
N 2.2675 -1.4328 -1.6126 -1.949 -1.164 -0.013 -0.735
C -0.9600 -0.6708 -0.3587 -0.905 3.334 1.124 0.146
```
Positions in Å, forces in eV/Å.

Record 6
A 2-piece molecular cluster, C6H12N8 overall. Source: the Open Molecules 2025 dataset; level of theory: ωB97M-V with the def2-TZVPD basis set.

Results
Calculated total energy (a.u.): -673.24499
Charge: +2

Structure (XYZ):
```
26
Properties=species:S:1:pos:R:3:forces:R:3:nbo_charge:R:1
N -0.4120 -2.2192 -0.1213 0.042 -1.230 -0.165 -0.071
C 0.5727 -1.2441 -0.0176 -0.397 2.547 0.560 0.372
H -4.3631 0.2320 1.5022 0.263 0.028 -0.104 0.440
C 2.2341 0.8530 0.3136 -0.137 -0.067 0.010 -0.355
H 2.9304 1.6669 0.4380 0.135 0.046 0.000 0.254
H 1.0911 3.1304 0.6307 -0.133 0.054 0.004 0.434
N -3.5931 -0.3041 1.1277 -0.805 -0.436 -0.104 -0.577
H -2.3423 1.2472 1.2213 0.036 -0.314 -0.010 0.442
N -1.5283 -1.7119 0.0577 -1.015 -0.500 0.000 -0.122
N 1.8920 -1.4667 -0.0902 -0.139 -0.509 -0.093 -0.491
C -1.4166 -0.3163 0.2939 -0.054 1.078 0.823 0.432
H 2.2221 -2.4134 -0.2614 -0.035 0.076 0.025 0.460
H -0.5413 2.6429 0.4459 0.089 0.023 -0.034 0.405
C 0.0036 0.0032 0.2334 0.656 -0.706 -0.203 -0.233
N 0.4223 2.3786 0.5517 -0.019 0.194 0.041 -0.724
H -3.6954 -1.2717 0.8420 0.026 0.240 0.102 0.442
N -2.4213 0.2844 0.8963 1.373 -0.390 -0.102 -0.222
H 4.7320 0.0601 0.2302 -0.064 -0.032 -0.013 0.441
C 0.8622 1.1350 0.3658 0.423 -0.539 -0.034 0.320
H -2.7197 0.5864 -2.0537 -0.023 0.002 -0.121 0.396
N -1.9047 -0.0059 -1.9299 0.004 -0.201 -0.407 -1.025
H -2.1328 -0.9225 -2.3052 -0.079 0.099 -0.152 0.402
C 2.7610 -0.4320 0.1071 -0.258 0.637 0.081 0.477
N 4.0630 -0.6798 0.0813 0.174 -0.186 -0.042 -0.722
H 4.4350 -1.6060 -0.0652 0.012 0.054 0.005 0.430
H -1.1510 0.3736 -2.4943 -0.075 0.034 -0.068 0.395
```
Positions in Å, forces in eV/Å.